No. 1
Density functional theory data (the ωB97M-V functional and the def2-TZVPD basis) for C19H29BiO2 as an isolated structure in a non-equilibrium geometry.

```
51
Properties=species:S:1:pos:R:3:forces:R:3:nbo_charge:R:1
Bi -0.45013 0.24247 -0.05001 -0.27 0.06 2.15 0.852
C 0.77688 -2.37634 1.83418 -0.65 -0.52 -0.68 -0.339
C -0.60564 -2.08799 1.78766 0.53 -0.23 -1.52 -0.321
C -1.03549 -2.17880 0.39863 0.93 -1.12 0.71 -0.491
H -1.25976 -1.92781 2.62621 -0.06 0.27 0.09 0.197
C 0.13246 -2.59674 -0.37121 -0.66 0.25 1.12 -0.352
C 1.21777 -2.68410 0.51622 -0.35 -0.41 0.48 -0.316
H 2.22393 -3.00460 0.26824 -0.03 0.25 -0.10 0.184
H 1.37666 -2.42434 2.73204 0.11 0.22 -0.01 0.182
H -2.06017 -2.23648 0.06481 0.08 0.04 0.03 0.228
H 0.10466 -2.90254 -1.41015 0.14 0.23 0.01 0.191
C 2.09874 2.12886 0.52210 0.52 -0.07 -0.16 -0.345
C 2.79222 0.93532 0.22172 0.49 0.62 -0.08 -0.351
C 2.56064 0.62209 -1.13232 0.22 0.21 -0.06 -0.342
H 3.46559 0.41209 0.89355 -0.30 -0.13 0.00 0.181
C 1.71594 1.61481 -1.66786 0.36 0.23 -0.31 -0.368
C 1.42788 2.55347 -0.64646 0.05 0.20 -0.17 -0.388
H 0.90799 3.50636 -0.78680 0.00 -0.41 0.12 0.190
H 2.16411 2.68202 1.45485 -0.18 -0.17 -0.06 0.182
H 2.99233 -0.21039 -1.68656 -0.21 0.06 0.17 0.184
H 1.43433 1.70942 -2.71774 -0.02 -0.10 0.44 0.182
O -0.93341 0.44991 -2.33744 -2.13 2.47 -2.23 -0.638
C -0.84345 0.35255 -3.81110 -2.35 0.66 0.21 0.244
C -2.42290 0.70029 -3.88734 2.08 -1.42 0.66 -0.521
C -0.38865 -1.02877 -4.07744 0.28 -1.53 -1.52 -0.655
C -0.15391 1.38256 -4.68464 -0.09 -0.09 -0.52 -0.668
C -2.25815 1.25774 -2.49531 0.42 -1.16 2.05 -0.104
H -2.90890 -0.25926 -3.81720 -0.62 -0.34 -0.03 0.196
H -2.84326 1.29009 -4.67927 0.08 0.46 -0.44 0.184
H -2.01504 2.33315 -2.38241 -0.22 -0.58 -0.14 0.189
H -3.00648 0.90688 -1.67252 1.52 0.74 -1.32 0.244
H -0.96983 -1.34342 -4.97629 0.53 -0.35 0.30 0.185
H -0.47226 -1.81337 -3.29185 -0.48 1.04 -0.29 0.248
H 0.67674 -1.02730 -4.34265 -0.12 -0.01 -0.09 0.205
H -0.72831 1.30757 -5.64815 0.69 0.38 0.48 0.187
H 0.88374 1.13536 -4.88655 0.23 0.03 0.03 0.206
H -0.19115 2.40398 -4.29683 -0.21 -0.18 -0.05 0.228
C -2.18359 3.04786 2.95954 -0.27 0.66 0.18 -0.611
C -1.71596 1.60618 2.80030 0.31 -0.42 -0.99 0.224
C -0.31383 1.52918 3.37772 0.69 0.25 0.55 -0.631
C -2.60087 0.75033 3.70126 -0.57 -0.28 0.35 -0.614
O -1.78125 1.19608 1.43346 -0.60 0.88 2.11 -0.974
H -2.14016 3.36335 4.01962 -0.01 -0.12 -0.23 0.167
H -3.21910 3.18313 2.62748 0.08 -0.13 -0.11 0.191
H -1.55315 3.73951 2.39708 0.04 -0.11 -0.14 0.205
H -0.33157 1.88088 4.42430 -0.01 -0.13 -0.09 0.164
H 0.08970 0.51195 3.37924 -0.07 0.07 -0.24 0.222
H 0.38669 2.18941 2.85586 -0.13 -0.24 -0.20 0.218
H -3.65666 0.78667 3.39333 0.23 0.03 -0.05 0.192
H -2.28448 -0.29218 3.69860 0.05 -0.04 -0.16 0.207
H -2.53769 1.09856 4.74920 -0.07 -0.03 -0.26 0.169
```
Forces are in eV/Å.

Output
**Gap between HOMO and LUMO (spin up / spin down)**: 0.09450 / 0.09438 Ha
**Charge**: -2

***

No. 2
Density functional theory data (the ωB97M-V functional and the def2-TZVPD basis) for a 2-piece molecular cluster, C19H29F5NO7P2 overall in a non-equilibrium geometry.

```
63
Properties=species:S:1:pos:R:3:forces:R:3:nbo_charge:R:1
C 3.33725 -4.97899 3.01055 -0.69 1.01 -0.49 -0.652
C 2.26414 -4.38410 1.94191 2.39 -0.01 1.56 0.451
F 3.02309 -3.42244 1.14949 -2.00 -1.45 1.05 -0.375
O 1.72449 -5.42234 1.10126 -2.18 2.35 0.20 -0.467
C 0.43813 -5.09854 0.59856 -1.32 -2.42 -0.83 0.761
O -0.41730 -5.97351 0.37714 3.28 3.48 0.78 -0.464
C 0.08929 -3.57453 0.28309 -1.11 4.16 0.42 0.012
C -0.77761 -2.79064 1.30159 1.68 1.17 -3.72 -0.239
C -1.10339 -1.26587 1.03981 1.92 -1.78 0.13 -0.036
P -2.25598 -0.55127 2.40811 -0.90 0.31 -0.10 1.108
C -1.26672 -0.57646 4.05819 1.05 0.83 -0.05 -0.943
O -2.70399 1.06976 2.06628 0.60 -2.26 -0.37 -0.932
N -0.61835 -0.53088 -0.11722 1.91 -5.61 0.09 -0.071
O -0.93627 0.75073 -0.25242 -0.46 0.75 -0.27 -0.305
C 0.14201 1.68909 -0.41023 2.21 2.92 -0.94 -0.132
C 1.06303 2.05301 0.83488 1.41 -0.07 1.12 -0.253
C 0.71774 1.37325 2.23910 0.32 1.14 0.45 -0.654
C 2.66092 1.79252 0.60542 0.36 0.54 0.54 -0.208
C 3.26436 2.55944 -0.67053 -0.01 -1.07 -0.20 -0.641
C 3.07817 0.24353 0.72845 0.38 0.28 1.12 -0.642
C 0.15658 -1.28628 -1.10858 0.48 -2.78 -0.33 0.621
F 0.59649 -0.69353 -2.33705 -1.67 -0.98 3.84 -0.299
C 0.54071 -2.78210 -0.97722 -2.12 2.42 2.06 -0.413
P 1.55517 -3.65176 -2.33951 2.39 -2.28 1.59 1.431
O 2.62582 -4.53542 -1.68293 -2.42 2.01 -1.29 -1.023
H 2.76348 -5.23165 3.96462 0.87 -0.07 -1.39 0.225
H 4.01089 -4.07744 3.27254 -0.97 -1.58 -0.52 0.242
H 3.94696 -5.84503 2.58300 -0.99 1.27 0.66 0.255
H 1.46614 -3.85614 2.59299 1.09 -0.48 -1.68 0.154
H -1.16095 -3.35645 2.22399 0.41 1.33 -1.53 0.287
H -0.26358 -1.14266 3.94148 -1.80 0.75 0.17 0.255
H -1.90523 -0.99976 4.91023 0.81 0.47 -1.57 0.277
H -0.98518 0.50089 4.32296 -0.45 -1.46 -0.36 0.272
H -3.40558 0.97355 1.36727 0.70 0.35 0.95 0.514
H 0.85721 1.49369 -1.30237 -1.48 -0.39 1.34 0.221
H -0.37178 2.68207 -0.72354 0.35 -2.03 0.60 0.244
H 1.00511 3.19674 1.01878 -0.18 -1.89 -0.45 0.236
H 0.82007 0.23796 2.27970 -0.41 1.55 -0.27 0.205
H -0.28170 1.78291 2.60732 1.18 -0.97 -0.51 0.231
H 1.50404 1.77501 2.99196 -1.27 -0.67 -1.24 0.241
H 3.14767 2.30525 1.52626 -0.90 -0.80 -1.45 0.214
H 4.33986 2.92461 -0.48929 -1.74 -0.53 -0.14 0.242
H 2.59855 3.44304 -0.95169 1.01 -1.16 0.23 0.216
H 3.33868 1.78868 -1.53319 -0.26 1.49 1.10 0.207
H 4.11908 0.01483 0.29148 -1.76 0.43 0.42 0.244
H 2.30108 -0.49980 0.34567 1.04 0.99 0.18 0.184
H 3.18186 0.03128 1.86361 -0.20 0.13 -1.87 0.221
H 2.11430 -2.64714 -3.22482 -0.89 -0.43 0.62 -0.009
H 0.61182 -4.47910 -3.07063 0.29 1.08 0.35 -0.015
C -3.16938 1.99026 -4.55286 -0.35 0.05 -0.02 -0.639
C -2.46114 2.73348 -3.43699 0.29 -0.59 -0.35 -0.078
O -3.09862 3.99324 -3.18342 -0.67 0.47 0.71 -0.476
C -4.19012 3.95271 -2.38909 0.94 -1.56 -0.37 0.693
O -4.63617 2.94361 -1.90385 0.03 1.03 -0.09 -0.543
C -4.73829 5.35856 -2.16134 -1.07 2.01 0.15 0.898
F -4.78968 6.08314 -3.29723 0.22 -0.67 0.26 -0.301
F -3.97513 6.05909 -1.29467 0.07 -0.67 -0.24 -0.308
F -5.98501 5.35386 -1.65673 0.70 -0.57 -0.22 -0.297
H -3.23466 2.61343 -5.44774 0.16 -0.06 0.06 0.227
H -2.63876 1.06867 -4.80078 0.01 0.08 0.02 0.218
H -4.19266 1.73426 -4.26824 0.13 -0.05 0.06 0.227
H -1.43495 2.95447 -3.73955 -0.17 0.32 0.06 0.196
H -2.40599 2.13321 -2.52397 -0.24 0.16 0.01 0.183
```
Forces are in eV/Å.

Output
**Gap between HOMO and LUMO**: 0.26223 Ha
**Charge**: +1

***

No. 3
Density functional theory data (the ωB97M-V functional and the def2-TZVPD basis) for an isolated ion of composition C19H29N2O4 and charge +1 in a non-equilibrium geometry.

```
54
Properties=species:S:1:pos:R:3:forces:R:3:nbo_charge:R:1
C -0.96856 -2.40213 -2.36062 0.08 -0.03 -0.14 -0.368
C -1.34850 -1.54024 -1.43655 -0.05 -0.01 0.15 -0.208
C -1.73234 -1.92653 -0.03612 -0.09 0.14 -0.13 -0.463
C -3.12685 -1.46628 0.29981 0.14 0.14 0.09 0.014
C -4.15666 -2.38401 0.43454 0.01 0.15 0.02 -0.192
C -5.44339 -1.98040 0.74542 -0.10 0.01 0.03 -0.209
C -5.71034 -0.63877 0.93778 -0.01 -0.10 -0.02 -0.187
C -4.69863 0.29841 0.80595 0.21 0.25 -0.03 -0.275
C -3.41644 -0.11094 0.47708 -0.10 -0.27 0.01 0.262
O -2.35635 0.78645 0.32143 -0.09 -0.29 0.08 -0.564
C -2.68487 2.13113 0.04031 0.05 0.49 -0.26 -0.091
C -1.48508 2.81283 -0.64383 -0.31 -0.10 0.57 0.068
O -1.15557 2.19150 -1.86229 0.06 -0.07 -0.21 -0.730
C -0.23403 2.78941 0.24588 -0.51 0.65 -0.43 -0.233
N 0.31793 1.41804 0.38806 -0.36 -0.21 -0.07 -0.406
C 0.93363 1.20666 1.72100 0.33 -0.47 0.72 -0.233
C 1.47898 -0.21777 1.84415 0.16 0.11 0.16 -0.242
N 2.39145 -0.50149 0.76883 -0.03 -0.09 -0.08 -0.465
C 3.74141 -0.54752 1.03502 -0.27 -0.01 -0.01 0.901
O 4.17788 -0.48823 2.15472 0.35 0.00 0.31 -0.633
O 4.46200 -0.67428 -0.07881 -0.19 0.01 -0.21 -0.526
C 5.88019 -0.82165 0.11113 0.58 0.01 0.12 -0.066
C 6.54312 -0.81880 -1.25169 -0.37 0.00 0.29 -0.625
C 1.82465 -0.32153 -0.54227 0.03 0.14 -0.08 -0.241
C 1.29817 1.10753 -0.68466 0.55 -0.52 -0.77 -0.246
H -0.71228 -2.09085 -3.35852 0.02 0.11 -0.20 0.207
H -0.89893 -3.45784 -2.15877 0.00 -0.24 0.10 0.200
H -1.42774 -0.48721 -1.67519 0.01 0.14 -0.11 0.197
H -1.03614 -1.47832 0.68212 0.04 -0.10 0.01 0.190
H -1.67209 -3.00958 0.07091 0.06 0.03 0.08 0.232
H -3.94311 -3.43211 0.29061 0.05 -0.12 -0.02 0.220
H -6.23017 -2.71114 0.84168 -0.08 -0.07 0.02 0.229
H -6.70517 -0.30927 1.19213 -0.10 0.03 0.03 0.228
H -4.92398 1.33994 0.97265 -0.01 0.11 0.01 0.220
H -3.54909 2.17580 -0.63394 0.07 -0.01 0.08 0.204
H -2.93413 2.67485 0.96116 -0.03 -0.04 -0.09 0.193
H -1.75502 3.86782 -0.80224 0.06 -0.14 0.15 0.205
H -1.87626 2.29174 -2.49451 -0.01 0.01 0.02 0.498
H 0.53348 3.43373 -0.18678 0.04 -0.13 0.10 0.239
H -0.50240 3.17595 1.23003 0.08 -0.10 -0.02 0.235
H -0.49798 0.77814 0.29166 0.25 0.11 0.09 0.494
H 0.18618 1.38378 2.49564 -0.07 0.09 -0.15 0.232
H 1.75010 1.92335 1.83751 -0.11 0.05 -0.09 0.229
H 2.02718 -0.32262 2.78357 -0.20 0.06 -0.09 0.282
H 0.65932 -0.94422 1.82997 0.02 0.06 0.05 0.203
H 6.06398 -1.75995 0.64307 -0.05 0.14 -0.03 0.195
H 6.23762 0.00263 0.73639 -0.07 -0.15 -0.07 0.196
H 6.16376 -1.63718 -1.85728 0.02 -0.08 -0.09 0.216
H 6.35015 0.11793 -1.76783 0.03 0.09 -0.07 0.212
H 7.61483 -0.93867 -1.12894 0.12 -0.01 -0.01 0.230
H 2.59452 -0.50181 -1.29143 -0.20 0.05 -0.02 0.267
H 1.01414 -1.04291 -0.69675 0.09 0.08 -0.05 0.223
H 0.80972 1.24384 -1.64921 0.02 0.07 0.20 0.266
H 2.12770 1.81280 -0.59200 -0.12 0.04 0.07 0.218
```
Forces are in eV/Å.

Output
**SMILES**: C=CCc1ccccc1OC[C@H](O)C[NH+]1CCN(C(=O)OCC)CC1
**Gap between HOMO and LUMO**: 0.34109 Ha
**Charge**: +1

***

No. 4
Density functional theory data (the ωB97M-V functional and the def2-TZVPD basis) for C19H29N8SSr as an isolated structure in a non-equilibrium geometry.

```
58
Properties=species:S:1:pos:R:3:forces:R:3:nbo_charge:R:1
Sr 0.50361 0.36979 0.56401 0.05 0.35 -0.15 1.746
N 1.69830 2.51820 -0.21926 0.05 0.51 -0.31 -0.898
C 3.05917 2.57721 0.30388 0.50 0.18 0.27 -0.229
C 3.04425 2.41587 1.82552 0.11 0.15 -0.50 -0.241
N 2.26896 1.25666 2.27120 0.18 0.14 0.38 -0.520
C 3.13008 0.11745 2.59349 0.37 -0.32 -0.02 -0.245
C 3.78291 -0.52461 1.37421 0.24 0.09 0.44 -0.229
N 2.75764 -1.03701 0.47030 0.14 -0.31 -0.45 -0.906
C 1.47660 1.59684 3.45550 -0.25 0.26 0.31 -0.238
C 0.25134 2.46121 3.16030 0.30 0.11 0.40 -0.232
N -0.74945 1.69609 2.42069 -0.54 0.17 0.16 -0.900
H 1.71850 2.59951 -1.23236 -0.06 0.11 0.07 0.388
H 1.17775 3.31921 0.12908 -0.03 0.05 -0.15 0.369
H 3.55790 3.53069 0.07122 -0.02 -0.23 0.00 0.197
H 3.63064 1.77953 -0.16963 0.01 0.04 -0.01 0.195
H 2.59479 3.32363 2.23439 0.07 -0.03 0.09 0.202
H 4.07854 2.36890 2.19441 -0.12 0.05 0.03 0.210
H 2.50551 -0.64284 3.06812 0.08 0.03 0.03 0.234
H 3.91430 0.41074 3.30886 -0.06 -0.02 -0.03 0.192
H 4.44923 -1.31843 1.74036 -0.03 0.18 -0.09 0.202
H 4.39548 0.19626 0.83152 0.09 -0.06 0.08 0.187
H 2.32881 -1.85104 0.90951 -0.07 0.00 -0.09 0.395
H 3.19688 -1.36777 -0.38669 -0.13 -0.01 0.12 0.383
H 2.10426 2.10269 4.20695 -0.11 -0.12 -0.02 0.197
H 1.11273 0.66253 3.89190 0.09 0.04 0.09 0.223
H 0.51806 3.33263 2.55500 0.02 0.02 0.15 0.181
H -0.13168 2.82524 4.12512 0.09 0.05 -0.21 0.204
H -1.53872 2.29892 2.19514 0.08 -0.14 0.01 0.384
H -1.12172 0.96290 3.02505 0.01 0.00 -0.18 0.395
N -0.26262 -4.13761 1.62595 -0.13 -0.19 0.05 -0.783
C -0.37498 -2.84261 1.23962 -0.10 0.17 -0.04 0.300
S 0.01664 -1.67823 2.43002 0.11 0.17 0.93 -0.573
N -0.81184 -2.63712 0.02764 -0.40 -1.85 -0.50 -0.459
N -0.70098 -1.45227 -0.55744 -0.33 0.64 -0.56 -0.329
C -1.48005 -1.16776 -1.55579 0.17 -0.92 0.77 0.176
C -2.63127 -1.96683 -2.00945 -0.26 -0.20 -0.02 -0.149
C -2.60826 -3.35432 -2.13378 0.07 0.02 -0.09 -0.104
C -3.76475 -4.03902 -2.46584 -0.06 -0.06 -0.04 -0.228
C -4.95646 -3.35826 -2.65980 -0.02 0.04 0.02 -0.186
C -4.98225 -1.97616 -2.55768 -0.13 0.02 -0.02 -0.213
C -3.82903 -1.28518 -2.24280 0.16 -0.08 0.10 -0.183
C -1.27443 0.12161 -2.21001 0.07 0.55 -0.60 0.182
C -1.44038 0.23988 -3.59479 0.16 -0.01 0.22 -0.218
C -1.25015 1.46648 -4.19363 -0.02 0.11 0.16 -0.139
C -0.99269 2.56878 -3.38616 0.05 -0.03 -0.04 -0.257
C -0.85994 2.36194 -2.02678 -0.03 0.33 -0.27 0.040
N -0.94766 1.17142 -1.44739 -0.28 -0.17 -0.06 -0.532
H -0.22331 -4.32287 2.61639 0.01 0.04 -0.17 0.406
H -0.69176 -4.83166 1.03619 0.01 -0.03 -0.05 0.401
H -1.68866 -3.89318 -1.97067 0.02 0.01 0.05 0.223
H -3.74270 -5.11499 -2.56165 0.03 -0.06 0.00 0.220
H -5.86714 -3.89909 -2.87530 0.00 -0.04 -0.07 0.223
H -5.90394 -1.43396 -2.71036 -0.07 0.01 -0.01 0.221
H -3.85785 -0.20925 -2.13214 -0.05 0.06 -0.04 0.210
H -1.68725 -0.63267 -4.17823 -0.04 -0.09 -0.02 0.246
H -1.31626 1.56692 -5.26564 -0.06 0.04 -0.10 0.235
H -0.88731 3.55937 -3.80088 -0.02 0.06 -0.01 0.235
H -0.69741 3.19562 -1.35742 0.10 0.15 -0.01 0.187
```
Forces are in eV/Å.

Output
**Gap between HOMO and LUMO**: 0.27268 Ha
**Charge**: +1

***

> Look up the charge of the second one.

+1